Entry 1:
The following is a DFT calculation (the ωB97M-V functional and the def2-TZVPD basis) of a 2-piece molecular cluster, C18H14F2N2O2 overall in a non-equilibrium geometry.

ORCA input file:
```
! RIJCOSX wB97M-V def2-TZVPD def2/J DEFGRID3
* xyz 0 1
F -1.65 -2.22 -2.88
C -0.33 -1.97 -2.59
C 0.62 -2.91 -2.99
C 1.97 -2.63 -2.72
C 2.33 -1.45 -2.11
C 1.35 -0.49 -1.66
C 1.84 0.71 -1.07
C 1.27 2.02 -0.99
C 2.14 3.10 -0.62
C 1.69 4.39 -0.44
C 0.33 4.71 -0.64
C -0.50 3.68 -1.09
F -1.83 3.98 -1.28
C -0.08 2.37 -1.29
C -0.01 -0.81 -1.88
H 0.31 -3.83 -3.49
H 2.72 -3.36 -3.01
H 3.38 -1.20 -2.00
H 2.91 0.68 -0.80
H 3.21 2.89 -0.51
H 2.37 5.18 -0.12
H -0.06 5.70 -0.45
H -0.77 1.64 -1.67
H -0.80 -0.17 -1.49
C -1.12 -2.81 4.08
N -1.33 -1.83 3.05
C -0.30 -1.44 2.11
O 0.82 -1.97 2.24
N -0.64 -0.54 1.16
C -1.87 0.02 1.07
O -2.20 0.79 0.13
C -2.85 -0.33 2.09
C -2.56 -1.27 3.01
H -2.09 -2.89 4.59
H -0.84 -3.78 3.65
H -0.36 -2.47 4.80
H -3.82 0.14 2.05
H -3.26 -1.65 3.76
*
```

The relative energy (zero: lowest compared OMol25 entry of this formula, charge and spin) comes out at 2.193 eV. As for the total energy: -31400.783 eV. For the gap between HOMO and LUMO, the calculation gives 4.1 eV. Its HOMO energy is -7.270 eV.

Charges computed using Mulliken, reported in e: F -0.30; C 0.05; C -0.44; C -0.65; C -0.85; C 1.25; C -0.46; C 1.17; C -0.73; C -0.55; C -0.49; C 0.14; F -0.29; C -0.19; C 0.14; H 0.47; H 0.38; H 0.36; H 0.31; H 0.35; H 0.37; H 0.46; H 0.42; H -0.02; C -0.90; N 0.14; C 0.23; O -0.74; N -0.17; C 0.52; O -0.69; C -1.10; C 0.34; H 0.27; H 0.29; H 0.28; H 0.39; H 0.24

Entry 2:
The following is a DFT calculation (the ωB97M-V functional and the def2-TZVPD basis) of C18H14GaN6O2S as an isolated structure.

ORCA input file:
```
! RIJCOSX wB97M-V def2-TZVPD def2/J DEFGRID3
* xyz 1 1
Ga 0.26 -0.93 0.25
S -0.73 1.66 3.59
C -0.89 2.71 2.22
C -1.23 4.06 2.19
C -1.27 4.69 0.97
C -0.97 4.00 -0.21
C -0.63 2.66 -0.19
C -0.60 2.02 1.04
N -0.29 0.68 1.28
C -0.31 0.37 2.55
C 0.03 -1.01 2.96
C 0.01 -1.42 4.29
C 0.35 -2.73 4.59
C 0.70 -3.61 3.58
C 0.72 -3.19 2.25
C 0.38 -1.89 1.93
H -1.46 4.60 3.10
H -1.53 5.74 0.92
H -1.00 4.52 -1.16
H -0.39 2.13 -1.10
H -0.27 -0.73 5.08
H 0.34 -3.06 5.62
H 0.97 -4.63 3.83
H 1.00 -3.90 1.48
O 1.51 -0.38 -1.01
N 2.62 -1.14 -1.07
C 3.30 -0.94 -2.14
C 4.53 -1.67 -2.32
N 5.50 -2.26 -2.47
C 2.83 -0.04 -3.16
N 2.35 0.65 -3.94
C -0.93 0.01 -4.31
N -0.66 -0.30 -2.91
C -1.47 -0.99 -2.13
N -2.65 -1.42 -2.60
O -1.20 -1.28 -0.91
H -0.08 0.56 -4.70
H -1.82 0.64 -4.40
H -1.06 -0.90 -4.90
H 0.26 -0.10 -2.53
H -2.94 -1.25 -3.55
H -3.26 -1.92 -1.98
*
```

The relative energy (zero: lowest compared OMol25 entry of this formula, charge and spin) comes out at 0.000 eV. As for the total energy: -95135.380 eV. For the gap between HOMO and LUMO, the calculation gives 8.3 eV. Its HOMO energy is -11.915 eV.

Charges computed using Mulliken, reported in e: Ga 0.49; S -0.31; C 0.49; C -0.68; C -0.50; C -0.76; C -0.29; C 0.13; N 0.19; C 0.97; C 0.83; C -0.90; C -0.70; C -0.66; C -0.62; C -0.33; H 0.42; H 0.40; H 0.42; H 0.49; H 0.41; H 0.42; H 0.41; H 0.44; O -0.10; N -0.46; C 0.84; C -0.12; N -0.34; C 0.21; N -0.43; C -1.12; N 0.21; C 0.86; N -0.38; O -0.48; H 0.35; H 0.39; H 0.37; H 0.02; H 0.16; H 0.26

Entry 3:
The following is a DFT calculation (the ωB97M-V functional and the def2-TZVPD basis) of an isolated molecule of C18H14N4O3S in a non-equilibrium geometry.

ORCA input file:
```
! RIJCOSX wB97M-V def2-TZVPD def2/J DEFGRID3
* xyz 0 1
C -6.86 -0.95 -0.07
O -5.76 -0.87 0.80
C -4.59 -0.37 0.33
C -3.54 -0.31 1.26
C -2.31 0.18 0.90
C -2.10 0.63 -0.41
N -0.87 1.14 -0.82
N -0.55 1.25 -2.13
N 0.60 1.78 -2.21
N 1.09 2.05 -1.02
C 0.19 1.66 -0.14
S 0.39 1.81 1.57
C 1.89 2.84 1.59
C 2.94 2.55 0.52
O 3.52 3.47 -0.01
C 3.30 1.15 0.30
C 4.20 0.65 -0.60
C 4.17 -0.76 -0.44
C 4.83 -1.84 -1.03
C 4.52 -3.11 -0.59
C 3.58 -3.33 0.41
C 2.91 -2.28 1.02
C 3.22 -1.00 0.58
O 2.70 0.16 1.02
C -3.13 0.56 -1.34
C -4.37 0.06 -0.97
H -7.68 -1.36 0.52
H -6.65 -1.62 -0.92
H -7.15 0.04 -0.45
H -3.72 -0.66 2.26
H -1.51 0.21 1.62
H 1.59 3.88 1.50
H 2.33 2.66 2.57
H 4.79 1.22 -1.28
H 5.56 -1.68 -1.81
H 5.02 -3.96 -1.03
H 3.36 -4.34 0.73
H 2.18 -2.44 1.79
H -2.95 0.89 -2.34
H -5.15 0.02 -1.71
*
```

The relative energy (zero: lowest compared OMol25 entry of this formula, charge and spin) comes out at 2.727 eV. As for the total energy: -41829.149 eV. Its SMILES is COc1ccc(-n2nnnc2SCC(=O)c2cc3ccccc3o2)cc1. For the gap between HOMO and LUMO, the calculation gives 8.6 eV. Its HOMO energy is -8.518 eV.

Charges computed using Mulliken, reported in e: C -0.84; O -0.45; C 0.77; C -1.05; C -0.48; C 0.80; N 0.53; N -0.27; N -1.01; N 0.15; C 0.39; S -0.24; C -0.70; C 0.37; O -0.61; C 0.83; C -1.21; C 1.27; C -0.72; C -0.52; C -0.39; C -0.97; C 0.10; O -0.31; C -0.72; C -0.25; H 0.24; H 0.34; H 0.34; H 0.41; H 0.27; H 0.41; H 0.44; H 0.54; H 0.42; H 0.38; H 0.38; H 0.45; H 0.49; H 0.39

Entry 4:
The following is a DFT calculation (the ωB97M-V functional and the def2-TZVPD basis) of an isolated ion of composition C18H14N5O10 and charge -1 in a non-equilibrium geometry.

ORCA input file:
```
! RIJCOSX wB97M-V def2-TZVPD def2/J DEFGRID3
* xyz -1 1
C 1.45 -2.45 1.70
C 2.12 -2.01 0.40
C 3.42 -2.79 0.17
O 1.30 -2.26 -0.78
C 0.22 -1.45 -1.03
O -0.81 -1.97 -1.46
C 0.35 0.05 -0.87
C -0.96 0.55 -0.31
C -1.39 0.04 1.06
C -1.13 0.85 2.19
C -1.80 0.65 3.39
C -2.72 -0.41 3.50
N -3.37 -0.66 4.75
O -4.15 -1.63 4.85
O -3.11 0.11 5.71
C -2.97 -1.26 2.39
C -2.30 -1.03 1.19
C 1.49 0.32 0.06
O 1.64 1.47 0.49
O 2.42 -0.62 0.43
H 0.48 -1.97 1.87
H 1.31 -3.54 1.70
H 2.09 -2.22 2.56
H 3.81 -2.49 -0.81
H 4.15 -2.55 0.96
H 3.21 -3.87 0.19
H -0.93 1.64 -0.29
H -1.72 0.25 -1.04
H -0.45 1.70 2.09
H -1.67 1.33 4.24
H -3.72 -2.05 2.50
H -2.56 -1.64 0.33
O 2.91 0.34 -1.96
N 2.76 1.59 -1.91
C 1.46 2.08 -2.12
C 0.49 0.99 -2.36
C -0.60 1.64 -3.04
N -1.67 1.01 -3.66
O -1.95 -0.16 -3.81
O -2.52 2.05 -4.15
N -1.94 3.32 -3.94
C -0.76 3.06 -3.26
N 0.18 3.95 -2.95
C 1.27 3.47 -2.32
O 3.71 2.37 -1.70
H 0.84 0.03 -2.89
H 2.10 4.16 -2.06
*
```

As for the total energy: -46810.478 eV. For the gap between HOMO and LUMO, the calculation gives 5.9 eV. Its HOMO energy is -4.985 eV.

Charges computed using Mulliken, reported in e: C -1.22; C 1.56; C -1.74; O -0.32; C 0.10; O -0.61; C 3.37; C -2.45; C -0.26; C -0.21; C -0.69; C -0.12; N 0.94; O -0.60; O -0.60; C -0.75; C 0.24; C -0.90; O -0.61; O -0.28; H 0.03; H 0.40; H 0.37; H 0.41; H 0.35; H 0.37; H 0.74; H 0.61; H 0.46; H 0.43; H 0.43; H 0.45; O -0.69; N 1.32; C -0.50; C 1.38; C -1.07; N 0.77; O -0.71; O -0.23; N -0.59; C 0.79; N -0.75; C -0.83; O -0.79; H 0.57; H 0.44

Entry 5:
The following is a DFT calculation (the ωB97M-V functional and the def2-TZVPD basis) of C18H14N7O2S2V as an isolated structure.

ORCA input file:
```
! RIJCOSX wB97M-V def2-TZVPD def2/J DEFGRID3
* xyz 1 4
V 0.25 -0.11 -0.20
O 3.74 1.86 0.63
C 2.78 1.15 0.53
N 1.71 1.25 -0.35
C 1.67 2.13 -1.42
O 2.42 3.03 -1.69
C 0.48 1.83 -2.34
C 0.34 2.54 -3.52
C -0.72 2.23 -4.35
C -1.61 1.24 -3.98
C -1.39 0.57 -2.79
N -0.36 0.85 -1.98
C 2.63 -0.07 1.45
C 3.65 -0.39 2.32
C 3.50 -1.50 3.13
C 2.35 -2.26 3.03
C 1.38 -1.89 2.12
N 1.52 -0.82 1.33
H 1.07 3.30 -3.75
H -0.86 2.77 -5.28
H -2.46 0.97 -4.60
H -2.05 -0.23 -2.46
H 4.52 0.25 2.35
H 4.28 -1.78 3.83
H 2.19 -3.14 3.65
H 0.47 -2.45 2.00
N -0.44 -3.46 -1.49
C -1.37 -2.90 -0.69
N -1.25 -1.71 -0.15
C -2.37 -1.41 0.63
C -3.31 -2.37 0.67
S -2.83 -3.72 -0.29
C -2.36 -0.10 1.29
C -3.29 0.45 2.09
S -2.77 2.02 2.61
C -1.31 1.83 1.70
N -1.23 0.68 1.06
N -0.35 2.76 1.66
H 0.42 -2.96 -1.68
H -0.55 -4.38 -1.87
H -4.25 -2.37 1.20
H -4.23 0.05 2.42
H -0.46 3.65 2.10
H 0.46 2.60 1.06
*
```

As for the expectation value of S²: 3.76. The relative energy (zero: lowest compared OMol25 entry of this formula, charge and spin) comes out at 0.000 eV. As for the total energy: -80775.932 eV. For the gap between HOMO and LUMO (spin up / spin down), the calculation gives 7.7 / 8.3 eV. Its HOMO energy (spin up / spin down) is -10.443 / -11.121 eV.

Charges computed using Mulliken, reported in e: V 0.31; O -0.62; C 0.12; N -0.56; C 0.11; O -0.62; C 0.56; C -0.75; C -0.23; C -0.89; C -0.11; N 0.30; C 0.54; C -0.74; C -0.23; C -0.89; C -0.12; N 0.32; H 0.54; H 0.45; H 0.42; H 0.45; H 0.54; H 0.45; H 0.42; H 0.45; N -0.37; C 0.11; N 0.92; C -0.51; C -0.12; S -0.19; C -0.43; C -0.44; S -0.20; C 0.50; N 0.40; N -0.32; H 0.12; H 0.20; H 0.45; H 0.46; H 0.21; H -0.03